Entry 1:
49
Properties=species:S:1:pos:R:3:lowdin_charge:R:1 method="wB97M-V/def2-TZVPD" orbital_gap_ha="0.2635 / 0.2636" spin_multiplicity=1 largest_force_ev_per_a=2.4 charge=+2 energy_ha=-1799.156198
Ir -0.137 -0.751 0.427 0.982
C -1.079 -2.704 4.387 0.035
C -0.581 -2.614 2.981 -0.508
N -0.007 -3.677 2.443 0.227
O -0.744 -1.535 2.349 -0.194
H -2.082 -3.136 4.373 0.111
H -1.146 -1.708 4.814 0.101
H -0.440 -3.337 5.001 0.100
H 0.124 -4.516 2.984 0.140
H 0.337 -3.657 1.492 0.085
O 0.991 -2.722 -0.127 -0.074
C 2.014 -2.024 -0.296 -0.490
C 3.425 -2.438 -0.575 -0.040
C 4.165 -1.093 -0.574 -0.038
C 3.088 -0.043 -0.350 -0.420
O 3.260 1.144 -0.273 0.102
N 1.860 -0.704 -0.210 -0.008
H 3.473 -2.953 -1.535 0.144
H 3.772 -3.142 0.180 0.142
H 4.681 -0.880 -1.509 0.141
H 4.898 -1.008 0.227 0.143
C -3.474 -1.080 -0.293 -0.214
P -1.845 -1.038 -1.053 0.654
C -1.650 -2.654 -1.824 -0.223
C -1.946 0.140 -2.403 -0.215
H -4.206 -1.286 -1.076 0.072
H -3.714 -0.130 0.183 0.062
H -3.516 -1.873 0.453 0.062
H -2.563 -2.906 -2.364 0.074
H -1.460 -3.409 -1.062 0.052
H -0.806 -2.640 -2.514 0.063
H -2.816 -0.114 -3.011 0.075
H -1.048 0.082 -3.017 0.063
H -2.054 1.156 -2.024 0.047
S -0.074 1.289 1.513 0.691
C 0.040 2.700 0.433 -0.690
N -1.041 3.453 0.320 0.042
C -1.065 4.738 -0.403 -0.128
C 0.027 4.743 -1.459 -0.145
C 1.343 4.308 -0.837 -0.117
N 1.165 3.032 -0.129 0.065
H -1.853 3.177 0.850 0.134
H -0.925 5.555 0.306 0.137
H -2.048 4.851 -0.853 0.132
H 0.133 5.743 -1.873 0.133
H -0.237 4.067 -2.276 0.124
H 1.695 5.056 -0.125 0.141
H 2.115 4.175 -1.589 0.137
H 1.949 2.361 -0.083 0.094


Entry 2:
24
Properties=species:S:1:pos:R:3:lowdin_charge:R:1 method="wB97M-V/def2-TZVPD" orbital_gap_ha=0.3381 spin_multiplicity=1 largest_force_ev_per_a=1.5 energy_ha=-421.947151 smiles=CN(C)CCN.O.O
C 1.920 1.145 -1.792 -0.131
N 0.832 1.030 -0.853 -0.267
C -0.264 1.983 -1.202 -0.075
C 1.200 1.025 0.566 -0.214
C 1.303 -0.396 1.094 -0.262
N 0.002 -1.097 1.205 -0.001
H 2.683 0.411 -1.533 0.079
H 1.589 0.795 -2.771 0.081
H 2.372 2.130 -1.956 0.083
H -1.168 1.397 -1.386 0.070
H -0.037 2.609 -2.061 0.075
H -0.475 2.617 -0.357 0.064
H 2.175 1.506 0.707 0.116
H 0.399 1.496 1.122 0.104
H 1.911 -1.035 0.455 0.107
H 1.708 -0.389 2.098 0.093
H -0.743 -0.421 1.207 0.047
H -0.181 -1.750 0.455 0.038
O -3.173 -2.008 2.722 -0.066
H -2.575 -1.908 3.466 0.032
H -2.757 -2.652 2.143 0.023
O -2.168 -2.513 -1.161 -0.051
H -2.845 -2.175 -0.570 0.031
H -1.710 -1.799 -1.602 0.025


Entry 3:
13
Properties=species:S:1:pos:R:3:lowdin_charge:R:1 method="wB97M-V/def2-TZVPD" orbital_gap_ha=0.3742 spin_multiplicity=1 largest_force_ev_per_a=3.4 energy_ha=-323.612735 smiles="C=CO.C=NO"
C 1.993 0.327 1.080 -0.002
C 2.004 -0.203 -0.110 -0.297
O 1.251 -1.262 -0.466 -0.039
H 1.179 0.222 1.745 0.044
H 2.664 1.000 1.539 0.041
H 2.912 -0.103 -0.777 0.134
H 0.463 -1.275 0.129 0.074
C -1.585 -0.458 -0.819 -0.029
N -2.083 0.260 0.108 -0.072
O -2.941 1.258 -0.387 -0.063
H -1.019 -1.303 -0.560 0.034
H -1.903 -0.261 -1.873 0.108
H -2.935 1.797 0.390 0.068


Entry 4:
16
Properties=species:S:1:pos:R:3:lowdin_charge:R:1 method="wB97M-V/def2-TZVPD" orbital_gap_ha=0.3789 spin_multiplicity=1 largest_force_ev_per_a=0.6 energy_ha=-234.546268 smiles=CCC#CCC
C -0.911 -2.584 0.192 -0.107
C -1.462 -1.202 -0.194 -0.262
C -0.762 -0.126 0.499 -0.057
C 0.022 0.730 0.819 -0.056
C 1.065 1.751 0.740 -0.264
C 1.313 2.028 -0.750 -0.113
H 0.140 -2.681 -0.090 0.073
H -0.964 -2.729 1.275 0.074
H -1.465 -3.406 -0.269 0.066
H -1.281 -0.921 -1.238 0.113
H -2.546 -1.158 -0.085 0.103
H 1.978 1.378 1.218 0.107
H 0.777 2.665 1.268 0.104
H 0.393 2.382 -1.225 0.076
H 2.099 2.773 -0.907 0.067
H 1.603 1.101 -1.255 0.076


Repeat the second record exactly.
24
Properties=species:S:1:pos:R:3:lowdin_charge:R:1 method="wB97M-V/def2-TZVPD" orbital_gap_ha=0.3381 spin_multiplicity=1 largest_force_ev_per_a=1.5 energy_ha=-421.947151 smiles=CN(C)CCN.O.O
C 1.920 1.145 -1.792 -0.131
N 0.832 1.030 -0.853 -0.267
C -0.264 1.983 -1.202 -0.075
C 1.200 1.025 0.566 -0.214
C 1.303 -0.396 1.094 -0.262
N 0.002 -1.097 1.205 -0.001
H 2.683 0.411 -1.533 0.079
H 1.589 0.795 -2.771 0.081
H 2.372 2.130 -1.956 0.083
H -1.168 1.397 -1.386 0.070
H -0.037 2.609 -2.061 0.075
H -0.475 2.617 -0.357 0.064
H 2.175 1.506 0.707 0.116
H 0.399 1.496 1.122 0.104
H 1.911 -1.035 0.455 0.107
H 1.708 -0.389 2.098 0.093
H -0.743 -0.421 1.207 0.047
H -0.181 -1.750 0.455 0.038
O -3.173 -2.008 2.722 -0.066
H -2.575 -1.908 3.466 0.032
H -2.757 -2.652 2.143 0.023
O -2.168 -2.513 -1.161 -0.051
H -2.845 -2.175 -0.570 0.031
H -1.710 -1.799 -1.602 0.025